Record 1
{
  "formula": "C5H6S3",
  "method": "ωB97M-V with the def2-TZVPD basis set",
  "elements": ["S", "C", "C", "C", "S", "C", "S", "C", "H", "H", "H", "H", "H", "H"],
  "positions_angstrom": [[-2.368, -1.511, -0.328], [-0.988, -0.652, -0.100], [-0.970, 0.820, -0.530], [0.166, 1.605, 0.144], [1.806, 0.820, -0.302], [1.570, -0.870, -0.132], [2.768, -1.914, -0.354], [0.234, -1.319, 0.505], [-1.991, 1.228, -0.323], [-0.891, 0.955, -1.611], [0.211, 2.618, -0.219], [0.070, 1.651, 1.237], [0.316, -1.011, 1.551], [0.067, -2.420, 0.460]],
  "orbital_gap_ha": 0.301,
  "e_lumo_ev": -0.54,
  "largest_force_ev_per_a": 1.8,
  "relative_energy_kcal_mol": 16.4,
  "charge": 0,
  "e_tot_ev": -37787.083,
  "smiles": "S=C1CCSC(=S)C1"
}


Record 2
{
  "formula": "C5H7AuO3",
  "method": "ωB97M-V with the def2-TZVPD basis set",
  "elements": ["O", "C", "O", "Au", "O", "C", "H", "H", "C", "H", "H", "C", "C", "H", "H", "H"],
  "positions_angstrom": [[0.063, -1.145, 0.091], [0.438, -0.084, -0.641], [1.760, -0.051, -0.524], [1.801, -1.886, 0.152], [-0.202, 0.933, -0.810], [-1.338, -1.277, 0.556], [-1.495, -0.492, 1.301], [-1.956, -1.083, -0.332], [-1.515, -2.636, 1.091], [-1.302, -3.502, 0.463], [-1.889, -2.781, 2.103], [1.064, 2.767, -1.127], [0.769, 3.630, -0.245], [1.056, 2.730, -2.213], [2.028, 1.109, -0.695], [0.718, 3.769, 0.831]],
  "orbital_gap_ha": [0.197, 0.267],
  "e_lumo_ev": [-15.22, -17.49],
  "largest_force_ev_per_a": 8.4,
  "spin_multiplicity": 4,
  "relative_energy_kcal_mol": 61.4,
  "charge": 3,
  "e_tot_ev": -15084.952
}